No. 1
{
  "formula": "C16H46N2Na3O12S",
  "method": "ωB97M-V/def2-TZVPD",
  "total_charge": 2,
  "lumo_energy_ev": [-5.4, -10.3],
  "max_force_ha_per_bohr": 0.0956,
  "orbital_gap_ha": [0.3204, 0.1421],
  "homo_energy_ev": [-14.163, -14.162],
  "multiplicity": 2,
  "total_energy_ev": -68956.294,
  "species": ["Na", "Na", "Na", "S", "O", "O", "O", "O", "C", "O", "H", "H", "H", "H", "C", "O", "H", "H", "H", "H", "C", "O", "H", "H", "H", "H", "C", "O", "H", "H", "H", "H", "C", "O", "C", "C", "N", "C", "C", "O", "C", "H", "H", "H", "H", "H", "H", "H", "H", "H", "H", "H", "H", "H", "H", "H", "C", "O", "C", "C", "N", "C", "C", "O", "C", "H", "H", "H", "H", "H", "H", "H", "H", "H", "H", "H", "H", "H", "H", "H"],
  "coordinates": [[-0.05, -2.32, 0.24], [-0.37, 1.52, 3.15], [2.92, 3.11, 0.77], [1.07, 0.28, 0.78], [-0.17, -0.04, 1.42], [1.91, 1.13, 1.68], [1.77, -0.97, 0.50], [0.75, 0.97, -0.45], [2.71, 0.08, 5.05], [1.80, 0.92, 4.33], [3.75, 0.37, 5.18], [2.22, 0.00, 6.03], [2.53, -0.92, 4.66], [1.92, 0.63, 3.42], [3.27, -4.38, 0.96], [2.26, -3.41, 0.81], [4.02, -4.22, 0.18], [3.77, -4.39, 1.93], [2.80, -5.35, 0.79], [2.59, -2.53, 0.99], [1.59, 2.55, -2.82], [1.68, 3.08, -1.53], [2.26, 3.09, -3.49], [1.89, 1.54, -3.09], [0.58, 2.70, -3.21], [1.16, 2.49, -0.99], [4.78, -0.81, -0.24], [4.37, -0.55, 1.03], [4.67, -1.87, -0.48], [4.39, -0.22, -1.08], [5.85, -0.57, -0.25], [3.41, -0.53, 0.96], [2.40, -3.30, -2.72], [1.32, -2.53, -2.38], [1.42, -1.28, -2.93], [0.02, -0.73, -3.13], [-0.88, -0.63, -1.97], [-1.87, 0.46, -2.17], [-2.70, 0.18, -3.54], [-3.25, -1.09, -3.76], [-4.34, -1.09, -4.74], [2.48, -3.59, -3.77], [2.23, -4.24, -2.19], [3.35, -2.90, -2.35], [2.08, -1.19, -3.80], [1.91, -0.59, -2.24], [-0.54, -1.40, -3.78], [0.10, 0.24, -3.63], [-0.26, -0.17, -1.32], [-1.33, 1.40, -2.22], [-2.51, 0.48, -1.29], [-2.05, 0.41, -4.38], [-3.48, 0.94, -3.55], [-4.41, -2.12, -5.09], [-4.01, -0.39, -5.51], [-5.23, -0.81, -4.19], [-0.91, -0.57, 5.27], [-1.88, 0.02, 4.36], [-2.56, -0.96, 3.48], [-3.52, -0.21, 2.60], [-2.66, 0.91, 2.01], [-3.30, 1.89, 1.20], [-2.44, 3.11, 0.62], [-3.21, 3.85, -0.25], [-2.42, 4.92, -0.79], [-0.60, -0.02, 6.16], [-0.01, -0.90, 4.75], [-1.31, -1.43, 5.80], [-3.01, -1.81, 4.00], [-1.78, -1.43, 2.88], [-4.41, 0.04, 3.18], [-3.90, -0.75, 1.73], [-2.01, 0.38, 1.46], [-4.15, 2.33, 1.72], [-3.92, 1.45, 0.42], [-1.56, 2.63, 0.20], [-2.17, 3.75, 1.46], [-2.24, 5.61, 0.03], [-3.06, 5.26, -1.60], [-1.53, 4.50, -1.26]]
}

=====

No. 2
{
  "formula": "C37H55ClO4P2SiSn",
  "method": "ωB97M-V/def2-TZVPD",
  "total_charge": 2,
  "lumo_energy_ev": -6.1,
  "max_force_ha_per_bohr": 0.0622,
  "orbital_gap_ha": 0.3122,
  "homo_energy_ev": -14.558,
  "total_energy_ev": -92238.830,
  "species": ["Sn", "C", "Si", "C", "C", "C", "C", "C", "C", "P", "C", "C", "C", "C", "C", "C", "C", "C", "C", "C", "C", "C", "C", "C", "C", "C", "C", "C", "P", "C", "C", "C", "C", "C", "C", "C", "C", "C", "C", "C", "C", "H", "H", "H", "H", "H", "H", "H", "H", "H", "H", "H", "H", "H", "H", "H", "H", "H", "H", "H", "H", "H", "H", "H", "H", "H", "H", "H", "H", "H", "H", "H", "H", "H", "H", "H", "H", "H", "H", "H", "H", "H", "H", "H", "H", "H", "H", "H", "H", "H", "H", "H", "H", "H", "H", "H", "O", "Cl", "O", "O", "O"],
  "coordinates": [[-0.78, -1.23, -1.88], [0.41, 1.93, -2.22], [1.15, 1.75, -0.55], [2.83, 2.60, -0.49], [3.26, 3.97, -0.53], [4.61, 4.28, -0.58], [5.51, 3.23, -0.60], [5.13, 1.88, -0.49], [3.76, 1.55, -0.45], [2.84, 0.03, -0.44], [3.15, -1.02, -1.96], [3.99, -0.28, -3.02], [5.49, -0.52, -2.97], [5.86, -2.01, -2.88], [5.24, -2.57, -1.64], [3.70, -2.55, -1.66], [2.88, -0.90, 1.15], [2.78, 0.14, 2.25], [2.82, -0.48, 3.67], [1.71, -1.50, 3.84], [1.66, -2.50, 2.69], [1.69, -1.85, 1.27], [0.02, 2.13, 0.88], [0.51, 3.11, 1.78], [-0.33, 3.62, 2.77], [-1.65, 3.21, 2.90], [-2.11, 2.21, 2.03], [-1.33, 1.68, 1.04], [-2.11, 0.22, 0.17], [-3.75, 0.77, -0.34], [-4.70, -0.21, -1.02], [-5.70, 0.50, -2.06], [-6.22, 1.70, -1.39], [-4.99, 2.75, -1.29], [-3.59, 2.03, -1.23], [-2.44, -1.18, 1.37], [-3.41, -0.83, 2.45], [-3.51, -2.03, 3.39], [-4.05, -3.26, 2.68], [-4.02, -3.25, 1.20], [-2.83, -2.43, 0.57], [0.12, 3.00, -2.05], [-0.55, 1.37, -2.43], [1.07, 1.78, -3.05], [2.49, 4.70, -0.56], [4.93, 5.34, -0.51], [6.54, 3.52, -0.50], [5.85, 1.11, -0.47], [2.16, -1.23, -2.32], [3.71, 0.77, -3.11], [3.57, -0.67, -3.99], [5.89, -0.11, -2.05], [5.83, -0.05, -3.90], [6.93, -2.28, -2.95], [5.49, -2.47, -3.85], [5.55, -1.96, -0.76], [5.60, -3.62, -1.40], [3.26, -2.89, -0.74], [3.28, -3.08, -2.48], [3.78, -1.49, 1.27], [1.83, 0.61, 2.09], [3.53, 0.86, 2.12], [2.81, 0.27, 4.46], [3.75, -0.99, 3.89], [0.73, -1.03, 3.92], [1.83, -2.01, 4.79], [0.80, -3.21, 2.80], [2.52, -3.14, 2.67], [0.80, -1.24, 1.04], [1.67, -2.62, 0.47], [1.51, 3.44, 1.67], [0.07, 4.39, 3.40], [-2.21, 3.59, 3.71], [-3.12, 1.93, 2.23], [-4.16, 1.17, 0.58], [-5.20, -0.82, -0.33], [-4.03, -0.82, -1.57], [-6.42, -0.26, -2.35], [-5.20, 0.76, -3.03], [-6.57, 1.53, -0.37], [-7.01, 2.28, -1.97], [-5.13, 3.34, -0.35], [-5.06, 3.45, -2.14], [-2.87, 2.69, -0.81], [-3.38, 1.81, -2.27], [-1.49, -1.35, 1.85], [-4.39, -0.64, 2.03], [-3.05, 0.02, 2.97], [-4.13, -1.79, 4.22], [-2.54, -2.16, 3.94], [-5.13, -3.39, 2.96], [-3.64, -4.16, 3.08], [-4.93, -2.73, 0.87], [-4.01, -4.27, 0.86], [-3.20, -2.16, -0.40], [-2.08, -3.13, 0.32], [-3.67, -0.76, -4.27], [-2.45, -1.36, -4.07], [-1.46, -0.28, -3.73], [-1.83, -2.15, -5.04], [-2.52, -2.12, -2.77]]
}

=====

No. 3
{
  "formula": "C6H10",
  "method": "ωB97M-V/def2-TZVPD",
  "total_charge": 0,
  "lumo_energy_ev": 0.0,
  "max_force_ha_per_bohr": 0.0059,
  "e_above_lowest_kcal_mol": 136.31,
  "orbital_gap_ha": 0.3313,
  "homo_energy_ev": -9.004,
  "total_energy_ev": -6377.949,
  "species": ["C", "C", "C", "C", "C", "C", "H", "H", "H", "H", "H", "H", "H", "H", "H", "H"],
  "coordinates": [[-0.30, -0.20, -2.16], [0.18, -0.43, -0.73], [-0.04, 0.74, 0.30], [1.07, 0.91, 2.49], [-1.03, -0.17, 0.97], [-0.79, -1.20, 0.15], [-1.33, 0.19, -2.16], [-0.32, -1.16, -2.70], [0.34, 0.49, -2.71], [1.21, -0.80, -0.73], [0.92, 0.95, 0.85], [-0.39, 1.71, -0.08], [2.05, 1.37, 2.22], [1.27, -0.18, 2.36], [-1.65, -0.01, 1.85], [-1.18, -2.21, 0.07]]
}